Record 1
This record from the Open Molecules 2025 dataset describes a structure of composition C10H15N3OPSc. The level of theory is ωB97M-V/def2-TZVPD.

Computed properties:
- 2S+1: 1
- Kohn-Sham gap (spin up / spin down): 4.3 / 4.8 eV
- Highest occupied orbital energy (spin up / spin down): -5.433 / -5.663 eV

Geometry as XYZ:
```
31
Properties=species:S:1:pos:R:3:lowdin_charge:R:1
C -0.51663 0.32771 -3.28970 -0.2329
C -1.37756 1.45852 -3.16722 -0.2164
C -0.60562 2.65084 -3.26156 -0.1841
C 0.73316 2.28866 -3.59356 -0.2019
C 0.84582 0.85912 -3.55972 -0.2180
Sc 1.36651 -1.49683 -0.38904 0.8679
P -0.09783 -3.46548 -0.94310 0.6100
H -0.76683 -0.75198 -3.25136 0.0301
H -2.45160 1.37564 -2.97169 0.0617
H -0.94084 3.64472 -3.00263 0.0636
H 1.73770 0.22412 -3.74101 0.0378
H 1.58043 2.95214 -3.77156 0.0632
H 0.54289 -4.51456 -1.68345 -0.1152
H -1.32052 -3.39230 -1.73309 -0.0887
H -0.60645 -4.27376 0.12698 -0.0979
C 2.24454 1.05981 3.45141 0.0108
N 1.04734 0.44526 2.87502 -0.0599
C -0.15994 0.41571 3.51428 -0.1062
C -1.27525 -0.07143 2.88912 -0.0404
C -1.20043 -0.45204 1.55154 -0.4172
N 0.01829 -0.46251 0.94069 0.0169
C 1.11645 -0.06020 1.65390 -0.4977
O 2.20242 -0.27927 0.99289 -0.1341
N -2.19732 -0.88764 0.76618 0.1337
H 2.03391 1.29778 4.48911 0.0868
H 2.49783 1.98465 2.91643 0.1076
H 3.10790 0.37941 3.40193 0.0998
H -0.12892 0.79549 4.51866 0.1034
H -2.24187 -0.12517 3.39949 0.1145
H -3.15340 -0.90971 1.10550 0.1119
H -2.03420 -1.01668 -0.23445 0.0909
```


Record 2
This record from the Open Molecules 2025 dataset describes a cluster of 2 separate species, C4H14N2O in total. The level of theory is ωB97M-V/def2-TZVPD.

Computed properties:
- 2S+1: 1
- Relative energy (zero: lowest compared OMol25 entry of this formula, charge and spin): 67.4 kcal/mol
- Kohn-Sham gap: 9.7 eV
- Highest occupied orbital energy: -9.221 eV

Geometry as XYZ:
```
21
Properties=species:S:1:pos:R:3:lowdin_charge:R:1
C 2.91532 0.09062 0.19094 -0.1230
C 1.65952 -0.03591 -0.67818 -0.2095
C 0.34066 -0.62352 0.07845 -0.4090
N 0.06316 0.24537 1.23618 0.0115
C -0.75294 -0.86895 -0.97664 -0.2147
N -2.10973 -1.01196 -0.28237 -0.0204
H 2.87486 -0.81757 0.81553 0.0647
H 2.84727 0.85323 0.95176 0.0491
H 3.96598 0.10656 -0.31317 0.1002
H 1.36799 0.83284 -1.15677 0.0732
H 1.81070 -0.95284 -1.19823 0.0838
H 0.74005 -1.42985 0.69822 0.1284
H -0.81719 -0.12233 1.50851 0.0093
H -0.13393 1.27295 0.92520 0.1121
H -0.35410 -1.88475 -1.43236 0.1288
H -0.84391 -0.13309 -1.87248 0.1322
H -1.93426 -0.64290 0.65614 0.0143
H -2.81414 -0.47572 -0.77715 0.0449
O -2.51216 1.81337 0.56016 -0.0885
H -3.01178 2.61420 0.41353 0.0289
H -3.30136 1.17025 0.65277 0.0837
```


Record 3
This record from the Open Molecules 2025 dataset describes the molecule C3H4N2O. The level of theory is ωB97M-V/def2-TZVPD.

Computed properties:
- 2S+1: 1
- Relative energy (zero: lowest compared OMol25 entry of this formula, charge and spin): 34.3 kcal/mol
- Kohn-Sham gap: 11.7 eV
- Highest occupied orbital energy: -10.974 eV

Geometry as XYZ:
```
10
Properties=species:S:1:pos:R:3:lowdin_charge:R:1
H -0.69381 1.68835 -2.15464 0.0583
N -0.53342 0.91143 -1.52059 0.1097
C -0.38626 1.31731 -0.33502 -0.2984
O -0.13714 0.49514 0.70472 -0.0605
C -0.02407 -0.88770 0.38856 -0.1783
C 1.06912 -1.47547 1.17329 -0.1686
N 1.92627 -1.98448 1.75781 0.1522
H -0.43291 2.34559 0.03094 0.1372
H 0.17526 -1.01639 -0.67848 0.1116
H -0.96304 -1.39378 0.63342 0.1368
```


Record 4
This record from the Open Molecules 2025 dataset describes a cluster of 5 separate species, C12H13Cl16N2O2 in total. The level of theory is ωB97M-V/def2-TZVPD.

Computed properties:
- 2S+1: 1
- Relative energy (zero: lowest compared OMol25 entry of this formula, charge and spin): 0.0 kcal/mol
- Kohn-Sham gap: 9.7 eV
- Total charge: +1
- Highest occupied orbital energy: -12.658 eV

Geometry as XYZ:
```
45
Properties=species:S:1:pos:R:3:lowdin_charge:R:1
C 3.83380 -0.83237 1.72880 -0.0788
C 4.32553 -0.77900 0.28441 -0.1263
C 3.33970 -0.21288 -0.69578 -0.4887
O 3.29663 -0.55263 -1.82999 0.1060
O 2.50735 0.75626 -0.20011 -0.0043
C 1.13108 0.49033 -0.40944 -0.1301
C 0.34882 0.58875 0.90617 -0.0823
N -0.43678 -0.64423 1.13593 -0.0676
C -0.23568 -1.54115 2.16909 -0.0734
C -1.14839 -2.53469 1.96850 -0.0181
N -1.86703 -2.22666 0.85019 0.1418
C -1.42183 -1.06767 0.35280 -0.1176
H 4.65406 -1.14728 2.36333 0.0807
H 2.99045 -1.51088 1.83650 0.0642
H 3.53187 0.16476 2.03593 0.0720
H 4.64102 -1.75409 -0.06598 0.1256
H 5.20532 -0.13790 0.21108 0.1351
H 0.69289 1.14902 -1.15614 0.1377
H 1.03040 -0.51977 -0.80390 0.1298
H 0.99186 0.72358 1.76699 0.1203
H -0.35810 1.41197 0.89314 0.0853
H 0.50597 -1.42975 2.93285 0.1260
H -1.32038 -3.42074 2.54792 0.1382
H -2.61498 -2.73633 0.40492 0.1764
H -1.74085 -0.54748 -0.53172 0.0783
C -1.43995 2.24754 4.66876 -2.0252
Cl -1.40215 1.95415 6.39911 0.5718
Cl -0.08649 3.27957 4.20277 0.5472
Cl -1.30995 0.69626 3.78890 0.5616
Cl -2.95843 2.99717 4.19684 0.5313
C 3.80776 -0.14079 -5.49613 -2.0576
Cl 5.19141 0.00078 -4.40868 0.5358
Cl 2.42117 0.72637 -4.82033 0.5098
Cl 4.21838 0.55662 -7.06315 0.5334
Cl 3.39207 -1.84563 -5.69988 0.5224
C -4.36616 2.80460 0.36739 -2.0197
Cl -3.59671 4.37517 0.17628 0.5667
Cl -5.25640 2.37765 -1.08348 0.5435
Cl -3.09837 1.57746 0.66592 0.5034
Cl -5.42940 2.82449 1.76745 0.5476
C -4.39592 -1.22731 -3.27860 -2.0345
Cl -3.77909 -0.27719 -4.62645 0.5586
Cl -6.15031 -1.33965 -3.37788 0.5612
Cl -3.69058 -2.84818 -3.31944 0.5298
Cl -3.95361 -0.42825 -1.75487 0.4826
```